Molecular formula: C40H42Br2N2OP2SScSeSi
Method: DFT, wB97M-V/def2-TZVPD

- LUMO level (hartree) = -0.1124
- HOMO-LUMO gap (eV) = 7.47
- energy above the lowest of the compared OMol25 structures with the same formula, charge and spin (kcal/mol) = 10.41
- total charge = +1

Geometry as XYZ:
```
93
Properties=species:S:1:pos:R:3:lowdin_charge:R:1
Sc -1.01 0.86 1.44 0.45
Br -3.93 3.42 -1.68 0.83
C -2.85 4.11 -0.31 -0.60
C -2.83 5.51 -0.08 -0.15
C -2.04 6.05 0.88 -0.62
Br -2.04 7.91 1.15 0.82
C -1.20 5.21 1.68 -0.17
C -0.32 5.67 2.69 0.00
C 0.45 4.78 3.38 -0.02
C 0.34 3.41 3.09 -0.09
N -0.48 2.95 2.16 0.02
C -1.24 3.83 1.44 -0.14
C -2.07 3.26 0.43 -0.39
O -2.02 1.94 0.24 -0.24
H -3.46 6.14 -0.69 0.10
H -0.27 6.73 2.90 0.09
H 1.12 5.10 4.16 0.12
H 0.93 2.68 3.64 0.13
C 1.43 -4.10 -4.52 -0.41
S 2.77 -2.94 -4.87 0.81
C 3.21 -2.47 -3.18 -0.51
C 2.14 -1.63 -2.50 -0.26
C 2.48 -1.38 -1.03 -0.23
N 1.42 -0.67 -0.29 -0.45
P 1.50 0.95 0.18 0.97
C 3.00 1.12 1.18 -0.36
C 3.42 0.04 1.95 -0.09
C 4.49 0.19 2.82 -0.06
C 5.13 1.41 2.93 -0.07
C 4.71 2.49 2.17 -0.07
C 3.64 2.35 1.29 -0.10
C 1.79 1.94 -1.30 -0.35
C 0.69 2.55 -1.91 -0.09
C 0.85 3.24 -3.10 -0.06
C 2.10 3.33 -3.69 -0.06
C 3.20 2.73 -3.09 -0.06
C 3.05 2.05 -1.89 -0.09
P -0.04 -1.35 0.25 0.94
C 0.37 -2.95 0.96 -0.35
C 0.46 -3.07 2.35 -0.09
C 0.84 -4.27 2.92 -0.06
C 1.13 -5.36 2.11 -0.06
C 1.04 -5.26 0.73 -0.06
C 0.66 -4.06 0.15 -0.09
C -1.13 -1.71 -1.15 -0.36
C -2.06 -2.74 -1.05 -0.10
C -3.02 -2.91 -2.04 -0.07
C -3.06 -2.05 -3.13 -0.06
C -2.14 -1.01 -3.22 -0.05
C -1.18 -0.84 -2.24 -0.09
H 1.13 -4.53 -5.47 0.03
H 0.56 -3.61 -4.08 0.02
H 1.78 -4.90 -3.87 0.04
H 4.15 -1.91 -3.27 0.08
H 3.42 -3.37 -2.61 0.08
H 1.18 -2.14 -2.56 0.07
H 2.02 -0.68 -3.02 0.11
H 3.39 -0.78 -0.95 0.11
H 2.69 -2.32 -0.53 0.11
H 2.93 -0.92 1.87 0.10
H 4.82 -0.65 3.42 0.11
H 5.97 1.53 3.61 0.11
H 5.21 3.44 2.24 0.11
H 3.32 3.19 0.69 0.11
H -0.29 2.48 -1.46 0.08
H -0.01 3.71 -3.57 0.11
H 2.22 3.86 -4.62 0.11
H 4.18 2.81 -3.55 0.11
H 3.91 1.60 -1.42 0.11
H 0.19 -2.23 2.98 0.07
H 0.90 -4.37 4.00 0.11
H 1.42 -6.30 2.56 0.11
H 1.26 -6.11 0.10 0.11
H 0.57 -3.98 -0.92 0.11
H -2.05 -3.42 -0.20 0.11
H -3.74 -3.72 -1.96 0.11
H -3.80 -2.18 -3.90 0.11
H -2.16 -0.34 -4.07 0.11
H -0.46 -0.03 -2.32 0.09
C -4.45 -0.42 0.45 -0.21
Si -4.28 -1.08 2.19 0.17
C -4.18 -2.96 2.17 -0.21
C -5.66 -0.49 3.29 -0.23
Se -2.34 -0.32 3.16 0.34
H -5.28 -0.91 -0.06 0.04
H -3.55 -0.60 -0.14 0.00
H -4.64 0.65 0.45 0.02
H -4.89 -3.40 2.87 0.03
H -3.18 -3.31 2.44 0.01
H -4.41 -3.35 1.17 0.02
H -6.61 -0.97 3.04 0.04
H -5.80 0.59 3.21 0.03
H -5.44 -0.72 4.33 0.03
```

***

Molecular formula: C5H14N2
Method: DFT, wB97M-V/def2-TZVPD

- LUMO level (hartree) = 0.0396
- HOMO-LUMO gap (eV) = 9.48
- energy above the lowest of the compared OMol25 structures with the same formula, charge and spin (kcal/mol) = 40.61

Geometry as XYZ:
```
21
Properties=species:S:1:pos:R:3:lowdin_charge:R:1
C -2.09 0.45 -1.19 -0.13
N -0.72 0.93 -1.30 -0.09
N 0.36 0.14 -0.70 -0.22
C 0.33 -1.28 -0.98 -0.10
C 0.53 0.55 0.67 -0.42
C 2.09 0.53 0.93 -0.06
C -0.18 -0.26 1.74 -0.07
H -2.74 1.16 -1.71 0.08
H -2.26 -0.55 -1.63 0.07
H -2.39 0.43 -0.14 0.06
H -0.48 1.05 -2.28 0.10
H -0.48 -1.84 -0.49 0.07
H 1.28 -1.71 -0.66 0.08
H 0.24 -1.42 -2.06 0.09
H 0.21 1.60 0.72 0.13
H 2.61 1.08 0.15 0.07
H 2.29 1.01 1.89 0.06
H 2.46 -0.49 0.97 0.06
H 0.16 -1.29 1.76 0.07
H 0.03 0.17 2.72 0.08
H -1.26 -0.26 1.59 0.06
```

***

Molecular formula: C23H42Br2N3O6
Method: DFT, wB97M-V/def2-TZVPD

- LUMO level (hartree) = -0.2026
- HOMO-LUMO gap (eV) = 5.23
- total charge = +1

Geometry as XYZ:
```
76
Properties=species:S:1:pos:R:3:lowdin_charge:R:1
C 0.77 3.35 3.00 0.14
C -0.15 2.77 2.08 -0.05
C -1.04 2.48 0.72 -0.02
C -2.40 3.38 0.32 -0.04
C -2.99 4.59 1.25 -0.66
Br -1.65 5.98 1.78 0.64
C -3.73 3.91 2.58 -0.69
C -5.36 3.83 2.24 -0.17
Br -3.57 5.08 4.22 0.59
C -3.03 2.82 -1.08 0.02
N -2.60 1.75 -2.00 0.06
N -1.50 1.03 -1.66 0.05
C -0.78 1.33 -0.40 -0.01
C 0.52 0.33 -0.08 -0.16
N 0.25 -1.10 -0.53 -0.17
C -0.86 -1.75 0.28 -0.14
H 1.58 3.88 3.69 0.11
H -3.87 5.16 0.68 0.12
H -3.39 2.81 2.78 0.11
H -5.87 4.86 2.47 0.09
H -5.92 2.98 2.83 0.10
H -5.54 3.62 1.08 0.08
H -4.02 3.39 -1.42 0.14
H -1.20 0.23 -2.30 0.19
H 0.71 0.26 1.10 0.13
H 1.51 0.74 -0.58 0.15
H 1.11 -1.68 -0.53 0.12
H -1.63 -2.20 -0.51 0.10
H -1.47 -1.01 0.96 0.09
H -0.49 -2.62 0.96 0.10
C -0.03 -6.68 4.06 -0.11
O -1.21 -7.03 3.37 -0.19
C -2.04 -5.92 3.03 -0.18
C -2.26 -5.73 1.52 -0.17
O -1.12 -5.56 0.67 -0.14
C -0.15 -6.61 0.64 -0.17
C -0.58 -8.01 0.19 -0.18
O -1.61 -8.59 0.99 -0.19
C -2.82 -8.84 0.28 -0.10
H -0.13 -6.99 5.11 0.09
H 0.80 -7.25 3.63 0.08
H 0.22 -5.62 4.01 0.09
H -1.67 -4.98 3.47 0.11
H -3.02 -6.10 3.48 0.13
H -2.84 -4.81 1.40 0.12
H -2.90 -6.51 1.12 0.09
H 0.37 -6.64 1.59 0.09
H 0.61 -6.27 -0.07 0.13
H 0.29 -8.67 0.30 0.13
H -0.83 -8.01 -0.88 0.12
H -2.88 -8.31 -0.67 0.09
H -3.65 -8.53 0.91 0.08
H -2.91 -9.92 0.12 0.09
C 5.14 6.74 -2.23 -0.11
O 4.89 5.65 -3.09 -0.19
C 5.68 4.49 -2.83 -0.17
C 4.86 3.25 -2.44 -0.17
O 3.98 3.31 -1.32 -0.13
C 2.94 4.28 -1.34 -0.17
C 1.88 4.22 -2.46 -0.18
O 2.42 4.33 -3.77 -0.18
C 2.23 3.18 -4.59 -0.10
H 5.69 7.51 -2.79 0.09
H 4.19 7.17 -1.92 0.08
H 5.71 6.47 -1.33 0.09
H 6.44 4.69 -2.06 0.12
H 6.21 4.26 -3.75 0.13
H 5.59 2.46 -2.20 0.13
H 4.32 2.86 -3.30 0.09
H 3.36 5.28 -1.26 0.09
H 2.40 4.14 -0.39 0.12
H 1.22 5.08 -2.33 0.13
H 1.26 3.32 -2.35 0.10
H 1.95 2.29 -4.02 0.08
H 3.15 2.98 -5.13 0.09
H 1.45 3.41 -5.33 0.09
```

***

Q: LUMO level of number 3 (C23H42Br2N3O6)?
A: -0.2026 hartree

***

Q: The lowest LUMO level belongs to which entry?
A: C23H42Br2N3O6